Entry 1:
Density functional theory data (ωB97M-V/def2-TZVPD) for an isolated ion of composition C5H11N2O and charge +1 at a distorted geometry.

The geometry in XYZ format:
```
19
Properties=species:S:1:pos:R:3:nbo_charge:R:1
O 0.313 2.203 0.476 -0.575
N 0.304 1.036 -1.543 -0.430
N -0.272 0.229 1.823 -0.729
C 1.447 -0.987 0.511 -0.641
C -0.325 1.038 -2.622 0.071
C -1.067 -1.007 -0.113 -0.626
C 0.217 1.230 -0.246 0.667
C 0.139 -0.256 0.515 0.058
H -0.418 1.312 1.697 0.477
H 2.123 -0.278 1.059 0.223
H 1.513 -1.903 1.148 0.248
H -1.128 -0.262 2.075 0.445
H -1.153 -1.047 -1.150 0.244
H -0.912 -1.989 0.184 0.237
H -1.950 -0.479 0.241 0.210
H 0.237 0.699 -3.509 0.212
H 1.864 -1.041 -0.470 0.261
H 0.456 0.270 2.596 0.456
H -1.388 1.234 -2.672 0.192
```

Properties
spin multiplicity	1
relative energy (zero: lowest compared OMol25 entry of this formula, charge and spin)	2.543	eV
HOMO energy	-0.531	hartree
charge	+1
DFT total energy	-381.5705	a.u.
gap between HOMO and LUMO	10.959	eV



Entry 2:
Density functional theory data (ωB97M-V/def2-TZVPD) for an isolated ion of composition C5H11N2O and charge +1 at a distorted geometry.

The geometry in XYZ format:
```
19
Properties=species:S:1:pos:R:3:nbo_charge:R:1
O 0.020 1.938 1.067 -0.511
N -0.694 0.798 0.915 -0.007
N 0.483 0.111 -1.749 -0.486
C 0.195 -0.332 -0.600 0.537
C 0.321 1.480 -2.199 -0.431
C -0.387 -0.160 1.934 -0.293
C -0.529 -1.563 1.353 -0.382
C 0.306 -1.613 0.057 -0.560
H -0.474 2.657 0.635 0.492
H 0.608 0.015 2.360 0.210
H -0.011 -2.442 -0.582 0.273
H 1.362 -1.775 0.305 0.280
H -1.574 -1.755 1.116 0.230
H 0.775 1.593 -3.179 0.243
H 0.860 -0.526 -2.458 0.425
H -1.133 -0.015 2.722 0.257
H -0.738 1.731 -2.261 0.237
H -0.191 -2.308 2.068 0.250
H 0.803 2.166 -1.504 0.235
```

Properties
spin multiplicity	1
relative energy (zero: lowest compared OMol25 entry of this formula, charge and spin)	4.874	eV
HOMO energy	-0.495	hartree
charge	+1
DFT total energy	-381.4849	a.u.
gap between HOMO and LUMO	9.395	eV



Entry 3:
Density functional theory data (ωB97M-V/def2-TZVPD) for an isolated ion of composition C5H11N2O2 and charge -1 at a distorted geometry.

The geometry in XYZ format:
```
20
Properties=species:S:1:pos:R:3:nbo_charge:R:1
O -2.950 0.557 -0.817 -0.583
O -3.550 -0.612 0.761 -0.582
N -1.399 -0.266 0.497 -0.484
N -2.613 -0.130 0.116 0.585
C 1.551 -0.271 1.144 -0.633
C 0.850 -1.678 -0.893 -0.624
C 1.050 -0.224 -0.302 -0.227
C -0.371 0.421 -0.358 -0.084
C -0.237 1.906 0.108 -0.622
H -0.141 -1.911 -0.587 0.241
H -0.846 0.145 -1.370 0.217
H -0.066 1.916 1.127 0.200
H 0.748 -1.766 -1.972 0.195
H 1.608 -2.291 -0.584 0.187
H 0.684 2.230 -0.393 0.176
H 1.756 0.717 1.749 0.206
H -1.103 2.578 -0.182 0.222
H 0.776 -0.835 1.724 0.243
H 2.573 -0.871 1.251 0.181
H 1.679 0.383 -1.018 0.186
```

Properties
spin multiplicity	1
relative energy (zero: lowest compared OMol25 entry of this formula, charge and spin)	2.578	eV
HOMO energy	-0.144	hartree
charge	-1
DFT total energy	-456.9968	a.u.
gap between HOMO and LUMO	7.735	eV



Entry 4:
Density functional theory data (ωB97M-V/def2-TZVPD) for C5H11N2O2S as an isolated structure at a distorted geometry.

The geometry in XYZ format:
```
21
Properties=species:S:1:pos:R:3:nbo_charge:R:1
S 2.467 -1.122 -1.258 0.618
O 0.605 0.125 -1.722 -0.666
O 0.744 1.960 -0.718 -0.439
N 0.296 -0.965 0.995 -0.795
N -2.068 -0.979 1.455 -0.790
C -1.190 0.422 -0.272 -0.600
C -0.954 -0.594 0.796 0.480
C 1.807 -2.509 -0.568 -0.370
C 0.309 2.999 0.112 -0.251
C 0.073 0.904 -0.934 0.850
H 1.071 -3.149 -1.062 0.241
H 1.882 -2.807 0.491 0.251
H -2.832 -0.393 1.131 0.396
H -1.735 -0.074 -1.159 0.292
H -1.650 1.318 0.185 0.245
H 0.873 3.884 -0.048 0.228
H -2.260 -1.604 2.213 0.432
H -0.703 3.128 -0.040 0.181
H 0.415 -1.574 1.842 0.353
H 2.333 -1.447 -2.499 0.144
H 0.517 2.478 1.059 0.199
```

Properties
spin multiplicity	1
relative energy (zero: lowest compared OMol25 entry of this formula, charge and spin)	2.390	eV
HOMO energy	-0.482	hartree
charge	+1
DFT total energy	-854.9437	a.u.
gap between HOMO and LUMO	8.126	eV



Entry 5:
Density functional theory data (ωB97M-V/def2-TZVPD) for C5H11N2OS as an isolated structure at a distorted geometry.

The geometry in XYZ format:
```
20
Properties=species:S:1:pos:R:3:nbo_charge:R:1
S 2.939 0.791 -0.452 0.466
O 2.873 -1.722 0.494 -0.133
N 1.337 0.268 -0.084 -0.397
N 2.573 -0.717 0.920 0.317
C 0.470 1.162 0.587 -0.244
C 0.951 -0.616 -1.222 -0.246
C -0.418 -1.199 -0.734 -0.418
C -1.423 -0.342 0.019 -0.424
C -0.722 0.319 1.147 -0.373
H 0.869 -0.205 -2.147 0.230
H -1.420 0.966 1.746 0.255
H -1.865 0.344 -0.576 0.212
H -0.234 -2.022 -0.088 0.215
H 1.139 1.670 1.473 0.225
H 1.624 -1.421 -1.317 0.229
H 3.333 1.243 0.792 0.172
H 0.008 1.906 0.038 0.230
H -0.739 -1.797 -1.512 0.243
H -0.085 -0.511 1.755 0.193
H -2.252 -0.878 0.531 0.249
```

Properties
spin multiplicity	1
relative energy (zero: lowest compared OMol25 entry of this formula, charge and spin)	5.901	eV
HOMO energy (alpha / beta)	-0.536 / -0.536	hartree
charge	+1
DFT total energy	-779.5971	a.u.
gap between HOMO and LUMO (alpha / beta)	9.137 / 9.138	eV



Entry 6:
Density functional theory data (ωB97M-V/def2-TZVPD) for C5H11N3 as an isolated structure at a distorted geometry.

The geometry in XYZ format:
```
19
Properties=species:S:1:pos:R:3:nbo_charge:R:1
N 0.091 1.134 0.708 -0.355
N -0.383 2.191 1.477 -0.692
N 0.011 -0.821 -0.059 -0.419
C -2.130 0.501 -0.299 -0.686
C 1.404 -0.306 0.509 0.068
C -0.729 0.270 0.155 0.478
C 2.555 -0.405 -0.185 -0.613
C -0.163 -1.816 -1.082 -0.411
H 3.486 -0.568 0.335 0.209
H 2.586 -0.441 -1.264 0.187
H -1.049 -1.653 -1.697 0.203
H -2.396 1.550 -0.178 0.247
H -2.235 0.216 -1.347 0.229
H -0.215 -2.809 -0.629 0.202
H 0.699 -1.827 -1.758 0.212
H 1.449 -0.352 1.590 0.194
H -2.827 -0.098 0.289 0.237
H -0.162 3.071 1.021 0.353
H 0.009 2.164 2.414 0.356
```

Properties
spin multiplicity	1
relative energy (zero: lowest compared OMol25 entry of this formula, charge and spin)	3.866	eV
HOMO energy	-0.266	hartree
charge	0
DFT total energy	-361.2473	a.u.
gap between HOMO and LUMO	8.182	eV



Entry 7:
Density functional theory data (ωB97M-V/def2-TZVPD) for one molecule with the formula C5H11N3 at a distorted geometry.

The geometry in XYZ format:
```
19
Properties=species:S:1:pos:R:3:nbo_charge:R:1
N -2.069 -0.586 0.912 -0.878
N 1.932 -0.562 0.572 -0.818
N -1.162 0.929 -0.727 -0.488
C 0.824 2.107 0.026 -0.645
C 0.134 0.804 -0.281 0.035
C 0.721 -0.419 -0.120 0.154
C 0.299 -1.678 -0.824 -0.646
C -2.063 0.138 -0.257 0.291
H -1.493 -0.174 1.639 0.382
H 0.916 2.271 1.102 0.205
H -0.554 -1.503 -1.471 0.228
H -2.645 -1.160 1.505 0.415
H 2.573 -1.235 0.175 0.365
H 0.053 -2.465 -0.109 0.215
H 1.829 2.140 -0.399 0.205
H -3.046 0.221 -0.714 0.164
H 2.401 0.298 0.815 0.374
H 0.235 2.919 -0.394 0.235
H 1.117 -2.046 -1.450 0.206
```

Properties
spin multiplicity	1
relative energy (zero: lowest compared OMol25 entry of this formula, charge and spin)	1.482	eV
HOMO energy	-0.250	hartree
charge	0
DFT total energy	-361.3349	a.u.
gap between HOMO and LUMO	7.800	eV



Entry 8:
Density functional theory data (ωB97M-V/def2-TZVPD) for C5H11N3 as an isolated structure.

The geometry in XYZ format:
```
19
Properties=species:S:1:pos:R:3:nbo_charge:R:1
N 0.741 0.026 0.666 -0.535
N 1.778 2.104 0.025 -0.809
N 0.469 0.624 -1.432 -0.700
C -0.181 -1.755 -1.350 -0.688
C 1.070 1.114 -0.344 0.553
C -0.327 -0.339 -0.855 0.510
C 0.433 0.420 2.043 -0.421
C -1.719 0.027 -0.395 -0.688
H 0.245 -0.467 2.650 0.201
H 1.263 0.993 2.461 0.234
H -1.740 1.035 0.017 0.228
H 1.870 2.787 -0.721 0.358
H -0.452 1.056 2.042 0.209
H -0.681 -2.474 -0.700 0.216
H -2.116 -0.686 0.330 0.215
H -0.646 -1.806 -2.339 0.250
H 1.490 -0.662 0.651 0.396
H 0.870 -2.013 -1.472 0.229
H -2.367 0.015 -1.276 0.240
```

Properties
spin multiplicity	1
relative energy (zero: lowest compared OMol25 entry of this formula, charge and spin)	2.203	eV
HOMO energy	-0.284	hartree
charge	0
DFT total energy	-361.3084	a.u.
gap between HOMO and LUMO	8.459	eV



Entry 9:
Density functional theory data (ωB97M-V/def2-TZVPD) for one molecule with the formula C5H11N3 at a distorted geometry.

The geometry in XYZ format:
```
19
Properties=species:S:1:pos:R:3:nbo_charge:R:1
N 0.018 0.854 -2.062 -0.870
N -2.092 -0.808 -0.504 -0.878
N -0.570 -0.508 1.968 -0.726
C 0.223 0.183 -1.010 0.386
C 0.581 -0.382 1.271 0.251
C 1.774 1.653 0.343 -0.604
C 0.823 0.490 0.222 -0.348
C -0.766 -1.250 -0.910 -0.312
H 0.846 1.060 -2.619 0.366
H 1.232 2.601 0.411 0.222
H -2.782 -1.537 -0.646 0.357
H -1.416 -0.196 1.502 0.439
H 2.419 1.706 -0.534 0.211
H 1.436 -0.814 1.779 0.171
H -0.585 -0.936 2.878 0.403
H -0.473 -2.111 -0.307 0.171
H -2.367 -0.001 -1.053 0.376
H 2.403 1.562 1.228 0.205
H -0.707 -1.568 -1.958 0.182
```

Properties
spin multiplicity	1
relative energy (zero: lowest compared OMol25 entry of this formula, charge and spin)	3.883	eV
HOMO energy (alpha / beta)	-0.251 / -0.251	hartree
charge	0
DFT total energy	-361.2467	a.u.
gap between HOMO and LUMO (alpha / beta)	7.032 / 7.028	eV



Entry 10:
Density functional theory data (ωB97M-V/def2-TZVPD) for one molecule with the formula C5H11N3O at a distorted geometry.

The geometry in XYZ format:
```
20
Properties=species:S:1:pos:R:3:nbo_charge:R:1
O 1.450 -2.097 0.203 -0.588
N -0.497 0.216 -0.855 -0.503
N -1.590 -1.764 0.189 -0.571
N 1.308 -1.091 1.178 -0.182
C -0.766 1.634 -0.754 -0.405
C 0.149 0.726 2.120 -0.643
C 0.293 -0.313 1.045 0.188
C 0.478 -0.183 -1.847 -0.405
C -0.956 -0.702 0.248 0.412
H -1.191 1.967 -1.701 0.195
H 2.194 -2.618 0.531 0.479
H 0.150 2.214 -0.569 0.177
H 1.492 0.115 -1.550 0.183
H 0.447 -1.265 -1.963 0.225
H -0.886 0.811 2.444 0.217
H 0.484 1.698 1.761 0.220
H 0.243 0.310 -2.792 0.190
H -1.494 1.816 0.036 0.208
H -2.064 -1.923 -0.701 0.356
H 0.758 0.447 2.976 0.244
```

Properties
spin multiplicity	1
relative energy (zero: lowest compared OMol25 entry of this formula, charge and spin)	4.664	eV
HOMO energy	-0.288	hartree
charge	0
DFT total energy	-436.4756	a.u.
gap between HOMO and LUMO	8.750	eV



Question: Which value of DFT total energy does entry 5 give?
Answer: -779.5971 a.u.



Copy entry 4 word for word.
Density functional theory data (ωB97M-V/def2-TZVPD) for C5H11N2O2S as an isolated structure at a distorted geometry.

The geometry in XYZ format:
```
21
Properties=species:S:1:pos:R:3:nbo_charge:R:1
S 2.467 -1.122 -1.258 0.618
O 0.605 0.125 -1.722 -0.666
O 0.744 1.960 -0.718 -0.439
N 0.296 -0.965 0.995 -0.795
N -2.068 -0.979 1.455 -0.790
C -1.190 0.422 -0.272 -0.600
C -0.954 -0.594 0.796 0.480
C 1.807 -2.509 -0.568 -0.370
C 0.309 2.999 0.112 -0.251
C 0.073 0.904 -0.934 0.850
H 1.071 -3.149 -1.062 0.241
H 1.882 -2.807 0.491 0.251
H -2.832 -0.393 1.131 0.396
H -1.735 -0.074 -1.159 0.292
H -1.650 1.318 0.185 0.245
H 0.873 3.884 -0.048 0.228
H -2.260 -1.604 2.213 0.432
H -0.703 3.128 -0.040 0.181
H 0.415 -1.574 1.842 0.353
H 2.333 -1.447 -2.499 0.144
H 0.517 2.478 1.059 0.199
```

Properties
spin multiplicity	1
relative energy (zero: lowest compared OMol25 entry of this formula, charge and spin)	2.390	eV
HOMO energy	-0.482	hartree
charge	+1
DFT total energy	-854.9437	a.u.
gap between HOMO and LUMO	8.126	eV